Record 1
{"formula": "C7H18O3P", "method": "ωB97M-V/def2-TZVPD", "total_charge": 1, "e_homo_ev": -13.0, "orbital_gap_ev": 9.010, "lumo_energy_ev": -3.94, "elements": ["C", "C", "C", "C", "C", "C", "C", "O", "O", "O", "P", "H", "H", "H", "H", "H", "H", "H", "H", "H", "H", "H", "H", "H", "H", "H", "H", "H", "H"], "positions_angstrom": [[2.01926, -1.51162, -0.12282], [1.28248, -1.65591, 2.21657], [-0.50162, -1.52681, 0.26800], [-2.80085, 1.03415, -3.02212], [-0.14266, 2.01693, -1.34187], [-0.26793, 2.47908, 2.49077], [0.88244, -1.16381, 0.80006], [-1.57058, 0.47685, -2.38021], [0.75664, 1.39155, -0.82472], [-0.11303, 1.23842, 1.76345], [1.12724, 0.76575, 0.95866], [2.85781, -0.71911, 0.18025], [1.79885, -1.33122, -1.21039], [2.47643, -2.48494, -0.05218], [0.49643, -1.39007, 2.87211], [2.27870, -1.15756, 2.48918], [1.40921, -2.76040, 2.26892], [-1.12498, -1.47875, 1.15893], [-0.79040, -0.81458, -0.45346], [-0.60105, -2.42704, -0.25919], [-3.56549, 0.74470, -2.34826], [-2.83957, 0.71643, -4.09938], [-2.66266, 2.07575, -3.01693], [0.07622, 2.69258, -2.22593], [-1.02817, 2.34761, -0.82085], [-1.05494, 0.14042, -3.13793], [-1.22913, 2.88991, 2.23019], [0.54835, 3.13303, 2.28647], [-0.09415, 2.24742, 3.48777]], "lowdin_charge": [-0.13, -0.08, -0.05, -0.03, -0.03, -0.05, -0.68, -0.17, -0.14, -0.38, 1.14, 0.09, 0.09, 0.08, 0.06, 0.11, 0.11, 0.09, 0.03, 0.08, 0.08, 0.12, 0.06, 0.15, 0.11, 0.10, 0.10, 0.08, 0.08]}

=====

Record 2
{"formula": "C45H39Cl2N4O2PTc", "method": "ωB97M-V/def2-TZVPD", "total_charge": 2, "e_homo_ev": [-13.2, -13.2], "s2": 3.782, "multiplicity": 4, "orbital_gap_ev": [6.892, 6.242], "lumo_energy_ev": [-6.34, -6.98], "elements": ["Tc", "N", "C", "C", "C", "C", "C", "C", "C", "C", "C", "C", "C", "C", "N", "C", "C", "C", "C", "N", "H", "H", "H", "H", "H", "H", "H", "H", "H", "H", "Cl", "C", "C", "C", "Cl", "C", "O", "C", "C", "O", "C", "H", "H", "H", "C", "P", "C", "C", "C", "C", "C", "C", "C", "C", "C", "C", "C", "C", "H", "H", "H", "H", "H", "H", "H", "H", "H", "H", "H", "H", "H", "C", "N", "C", "C", "C", "C", "C", "C", "C", "C", "H", "H", "H", "H", "H", "H", "H", "H", "H", "H", "H", "H", "H"], "positions_angstrom": [[0.20030, -0.79650, 0.13572], [-4.25187, 8.26390, -1.82520], [-3.62098, 7.31910, -1.65719], [-2.86820, 6.11919, -1.44816], [-2.81619, 5.54675, -0.17766], [-2.13616, 4.35974, 0.01094], [-1.52596, 3.70189, -1.06176], [-1.54505, 4.30932, -2.31613], [-2.20219, 5.51102, -2.50978], [-0.90502, 2.37716, -0.82724], [0.02644, 2.28561, 0.22651], [0.68238, 3.35207, 0.87043], [1.62380, 2.79948, 1.73216], [1.51797, 1.42184, 1.60409], [0.56318, 1.09102, 0.70167], [-1.24848, 1.29896, -1.64217], [-2.09598, 1.30645, -2.78208], [-2.01909, 0.05883, -3.36104], [-1.15491, -0.69651, -2.55847], [-0.69555, 0.01616, -1.52375], [-3.30434, 6.04346, 0.64992], [-2.07646, 3.92975, 1.00109], [-1.01734, 3.85094, -3.14224], [-2.20364, 5.98173, -3.48323], [0.50114, 4.39664, 0.67623], [2.31509, 3.32217, 2.37199], [2.07049, 0.66137, 2.13523], [-2.67166, 2.14483, -3.13551], [-2.51937, -0.28495, -4.25114], [-0.84774, -1.72140, -2.71162], [0.80781, -6.65023, 4.57200], [0.76533, -5.13884, 3.75896], [0.91963, -3.95437, 4.49452], [0.91288, -2.73838, 3.85751], [1.09501, -1.27664, 4.75694], [0.76041, -2.63077, 2.45581], [0.83229, -1.46472, 1.88306], [0.55494, -3.84254, 1.73569], [0.33776, -3.83380, 0.32733], [0.18890, -2.84021, -0.40866], [0.58371, -5.08165, 2.40280], [1.04871, -4.00614, 5.56736], [0.28873, -4.81795, -0.15242], [0.44730, -5.99572, 1.83752], [3.41316, -2.36174, -0.02683], [2.51896, -1.07938, -0.97148], [2.39445, -1.73270, -2.66008], [1.71181, -0.97790, -3.61818], [1.68162, -1.38529, -4.94124], [2.31977, -2.55901, -5.31957], [2.96294, -3.33364, -4.36693], [2.99468, -2.93053, -3.03984], [3.76578, 0.25654, -1.07084], [4.66133, 0.42500, -0.01397], [5.67752, 1.36321, -0.10005], [5.79957, 2.16085, -1.22719], [4.88660, 2.02903, -2.26216], [3.87176, 1.08842, -2.18562], [4.42573, -2.47893, -0.40939], [2.88496, -3.30950, -0.09982], [3.45695, -2.07924, 1.02464], [1.19560, -0.07175, -3.32749], [1.15779, -0.78871, -5.67678], [2.30736, -2.86844, -6.35590], [3.45093, -4.25457, -4.65692], [3.49652, -3.55168, -2.31000], [4.59031, -0.18157, 0.88048], [6.38027, 1.46853, 0.71586], [6.60854, 2.87500, -1.30055], [4.96258, 2.65654, -3.14027], [3.19004, 0.99576, -3.01374], [-3.48514, 1.29150, 1.66183], [-2.83671, 1.06122, 2.98298], [-3.88217, 0.88898, 4.02647], [-1.80803, -0.07671, 2.96900], [-2.26410, -1.22718, 2.11108], [-3.26517, -2.06070, 2.61533], [-3.91611, -2.96932, 1.79968], [-3.56699, -3.03557, 0.45964], [-2.50148, -2.28183, -0.01270], [-1.79783, -1.38718, 0.79481], [-3.99476, 2.25205, 1.67305], [-4.20584, 0.49979, 1.47610], [-2.74360, 1.27401, 0.86949], [-2.31768, 1.90399, 3.22787], [-4.44671, -0.01484, 3.82338], [-4.55830, 1.74118, 4.00137], [-3.42679, 0.82752, 5.01243], [-1.65890, -0.37186, 4.00650], [-0.87898, 0.33711, 2.58245], [-3.53147, -2.00168, 3.66476], [-4.69307, -3.60783, 2.19821], [-4.09312, -3.70018, -0.21335], [-2.21258, -2.41491, -1.04655]], "mulliken_spin": [2.92, 0.00, 0.00, 0.00, 0.00, 0.00, 0.00, 0.00, 0.00, 0.03, -0.01, 0.08, 0.00, 0.05, -0.11, 0.04, 0.05, 0.00, 0.04, -0.10, 0.00, 0.00, 0.00, 0.00, 0.00, 0.00, -0.01, 0.00, 0.00, -0.01, 0.00, 0.02, -0.01, 0.00, 0.00, 0.01, 0.02, 0.03, 0.00, 0.00, 0.00, 0.00, 0.00, 0.00, 0.00, -0.01, -0.01, 0.00, 0.00, 0.00, 0.00, 0.00, 0.03, 0.00, 0.00, 0.00, 0.00, 0.01, 0.00, 0.00, 0.00, 0.00, 0.00, 0.00, 0.00, 0.00, 0.00, 0.00, 0.00, 0.00, 0.00, 0.01, 0.00, 0.00, 0.00, -0.10, -0.01, 0.02, -0.01, -0.04, 0.07, 0.00, 0.00, 0.01, 0.00, 0.00, 0.00, 0.00, 0.01, -0.03, 0.00, 0.00, 0.00, 0.00]}

=====

Record 3
{"formula": "C7H9Br2Cl", "method": "ωB97M-V/def2-TZVPD", "total_charge": 0, "e_homo_ev": -9.9, "orbital_gap_ev": 10.427, "lumo_energy_ev": 0.54, "elements": ["C", "C", "C", "C", "C", "C", "C", "Cl", "Br", "Br", "H", "H", "H", "H", "H", "H", "H", "H", "H"], "positions_angstrom": [[0.50328, -0.56162, -0.66644], [0.33976, -0.67720, 0.84469], [0.28087, 0.87798, -1.14056], [-1.10886, -0.39072, 1.23995], [-0.83586, 1.60546, -0.41983], [-1.51889, 0.99007, 0.77769], [-2.27797, 1.19873, -0.50409], [-1.92573, 2.08857, 2.10490], [-3.61044, 2.59137, -0.60932], [-2.81575, -0.29443, -1.58397], [1.50884, -0.86834, -0.95665], [-0.19743, -1.24027, -1.15372], [0.60400, -1.68326, 1.17064], [1.00326, 0.03031, 1.34589], [1.19523, 1.45039, -0.97048], [0.08189, 0.88600, -2.21567], [-1.76205, -1.14577, 0.79412], [-1.22323, -0.45297, 2.32219], [-0.68719, 2.68020, -0.37952]], "lowdin_charge": [-0.21, -0.18, -0.16, -0.21, -0.32, -0.80, -1.17, 0.66, 0.68, 0.75, 0.11, 0.07, 0.11, 0.12, 0.12, 0.11, 0.09, 0.10, 0.13]}

=====

How do the records compare in DFT total energy? In the order shown, they have -844.2495 -3449.7535 -5880.3302 a.u..